1.
Entry from OMol25: the molecule C3H7NO3 (the ωB97M-V functional and the def2-TZVPD basis).

Each line ends with the Löwdin charge.
CARTESIAN COORDINATES (ANGSTROEM)
H -2.58 1.25 0.98  0.115
O -2.84 -0.84 0.85  0.105
H 1.43 -0.98 1.16  0.106
C 1.45 0.20 -0.64  -0.226
H 0.75 0.55 1.34  0.116
C -1.76 -0.34 0.67  -0.573
H 2.53 -0.02 -0.66  0.114
N -0.56 -0.90 0.34  0.074
H 0.68 0.54 -2.45  0.094
H -0.38 -1.28 -0.57  0.125
H 1.35 1.28 -0.64  0.111
O 0.82 -0.20 -1.85  -0.075
C 0.75 -0.30 0.65  -0.153
O -1.64 1.04 0.80  0.066

SMILES ... O=C(O)NCCO
HOMO energy ... -9.8566 eV
E_tot ... -10856.617 eV

2.
Entry from OMol25: a structure of composition C34H57N3O2SeSiSn (the ωB97M-V functional and the def2-TZVPD basis).

Each line ends with the Löwdin charge.
CARTESIAN COORDINATES (ANGSTROEM)
H 3.63 -2.45 -1.45  0.123
H -0.12 5.22 0.85  0.082
C -1.41 4.06 -1.04  -0.060
H 2.51 3.66 -4.48  0.041
Sn 0.38 0.74 1.87  1.291
H -1.97 -4.83 2.56  0.108
H 0.95 -2.75 -4.76  0.054
C 0.12 -3.60 -2.21  -0.061
C 0.85 -2.50 3.89  -0.236
H -1.74 0.20 6.49  0.063
H 1.66 4.45 -1.42  0.017
H -1.79 -0.27 -3.16  0.056
H 4.63 1.28 -1.70  0.030
H -0.01 0.37 -5.59  0.124
H -0.29 1.42 -4.16  0.093
C -1.42 -2.82 3.01  -0.214
H -3.24 -2.99 1.90  0.084
H 1.80 2.07 -4.80  0.011
C -0.23 1.46 4.60  -0.866
H 2.00 -1.60 5.47  0.090
H 2.93 -1.98 4.02  0.082
C 1.43 1.09 -1.40  -0.234
C -0.22 0.37 -4.50  -0.261
H -3.41 -2.20 3.49  0.088
H 2.56 -3.95 0.22  0.085
C -2.69 2.15 -1.74  -0.066
C -0.52 4.29 1.29  -0.046
C -2.08 3.36 -2.04  -0.082
H -3.26 1.61 -2.51  0.108
C -4.06 2.23 2.60  -0.011
C -3.10 0.20 -0.22  -0.042
C 1.95 -1.61 4.37  -0.050
H 0.54 -2.93 -0.20  0.102
C -2.48 0.90 3.96  -0.006
H 0.77 -1.69 -6.19  0.075
H -3.85 0.17 0.58  0.069
C 4.10 1.40 -2.65  -0.173
C 2.77 -2.90 0.48  -0.081
C -1.31 3.56 0.25  -0.227
C 0.05 -4.72 3.34  -0.082
C 1.02 -3.87 3.88  -0.066
H -0.55 -1.03 6.03  0.089
H 3.20 -1.02 -0.49  0.104
H 2.04 -2.55 1.22  0.055
H 0.33 3.72 1.69  0.048
H 0.22 -5.80 3.27  0.100
H 2.69 3.59 -0.26  0.024
C -0.40 -1.94 3.47  -0.263
C -1.52 -0.34 -4.22  -0.065
C 1.85 2.88 -4.06  -0.181
H -0.28 -1.71 -1.21  0.111
H 4.75 1.95 -3.34  0.030
H 2.31 -2.50 -5.84  0.082
H -1.15 4.58 2.15  0.090
H 3.93 0.40 -3.08  0.012
N -0.58 -0.56 3.38  -0.148
H 1.84 1.10 -0.37  -0.081
H 1.83 -0.56 4.05  0.036
H 2.37 -0.06 -5.23  0.117
H 1.44 0.01 -1.72  0.025
C -2.69 1.60 2.79  -0.330
Se 0.00 2.57 6.09  0.800
C 2.58 3.86 -1.32  -0.178
H -0.95 5.03 -1.26  0.111
H -4.56 2.21 3.58  0.079
H 2.67 -1.15 -3.85  0.100
C 1.45 -2.01 -5.39  -0.066
C -2.60 1.60 -0.47  -0.217
C -2.76 -2.30 2.61  -0.040
H 3.76 -2.87 0.97  0.084
C -1.95 2.32 0.57  -0.252
N 0.55 1.82 3.67  -0.081
H -4.68 1.67 1.88  0.081
H -2.31 0.13 -4.80  0.078
C 0.49 -2.51 -1.23  -0.245
H -4.00 3.27 2.28  0.091
H 0.90 -4.37 -2.23  0.086
H -3.31 0.91 4.68  0.115
H -3.57 -0.20 -1.14  0.085
C 2.88 -2.03 -0.76  -0.243
H -2.15 3.77 -3.05  0.104
N -1.75 1.71 1.83  -0.027
H 0.38 1.43 -1.37  0.020
O 1.73 -1.87 -1.61  -0.234
H -1.47 -1.40 -4.50  0.073
C -1.17 -4.18 2.94  -0.064
H -2.26 -1.23 5.54  0.094
C 1.91 -0.83 -4.58  -0.268
C -1.21 0.29 4.43  -0.568
H 0.85 3.31 -3.96  0.023
H -0.81 -4.08 -1.89  0.078
O 0.86 -0.26 -3.79  -0.224
H -2.29 -0.50 0.05  0.071
C -1.45 -0.51 5.70  -0.030
H 1.95 -4.28 4.27  0.112
H 3.43 4.50 -1.60  0.029
H -0.03 -3.18 -3.21  0.043
Si 2.48 2.30 -2.39  0.473
H -2.70 -1.30 2.15  0.042

HOMO energy (alpha / beta) ... -7.7006 / -7.2233 eV
E_tot ... -123800.395 eV

3.
Entry from OMol25: a cluster of 6 separate species, C15H33NO5S2 in total (the ωB97M-V functional and the def2-TZVPD basis).

Each line ends with the Löwdin charge.
CARTESIAN COORDINATES (ANGSTROEM)
C 0.60 4.17 2.74  -0.003
H -2.01 0.81 -0.89  0.109
N 2.04 -4.04 -3.86  0.107
H -1.18 -1.60 0.01  0.057
C 0.79 4.04 1.27  -0.546
H -3.34 -1.81 1.90  0.067
S 2.08 3.24 -2.38  1.080
C -4.09 -1.44 2.59  -0.028
H -4.15 -4.36 2.07  0.079
H 1.84 0.92 -2.51  0.053
H 1.07 -0.79 3.58  0.067
H 3.97 3.73 -0.86  0.078
C -0.94 0.67 -1.09  -0.041
H -1.00 2.88 1.07  0.105
H -0.41 0.76 -0.15  0.028
H 3.64 2.04 -0.87  0.055
H -0.84 -4.61 -4.99  0.078
H 3.15 -1.96 1.85  0.056
C 0.92 -0.70 2.50  -0.260
O -6.30 -2.27 2.89  0.071
H 4.41 -0.80 1.54  0.049
O 1.46 4.85 0.70  0.075
H -1.35 -2.72 -1.38  0.086
O 2.36 4.38 -3.36  -0.254
H 0.98 5.16 2.98  0.100
H -1.12 -3.11 -4.12  0.056
S 2.19 0.36 1.73  0.873
C 3.50 -0.97 2.12  -0.214
H -0.32 -2.98 -5.66  0.080
H -0.03 -0.25 2.25  0.040
C -0.43 -3.62 -4.78  -0.062
H -3.69 -1.26 3.59  0.091
H 3.82 -0.85 3.15  0.057
H 1.15 1.50 -3.96  0.083
C 1.97 1.69 -3.27  -0.200
C -0.69 -0.58 -1.89  -0.510
C 3.67 2.91 -1.52  -0.157
O 1.99 0.41 0.21  -0.596
H -0.31 3.58 -0.41  0.090
H 2.87 1.36 -3.79  0.090
H 4.43 2.82 -2.30  0.080
H 1.13 3.31 3.15  0.086
H 0.92 -1.73 2.15  0.056
H -0.45 4.10 3.03  0.093
C -0.07 3.11 0.54  -0.052
C -5.11 -2.51 2.80  -0.508
H 0.54 2.21 0.39  0.029
C -0.84 -1.83 -1.00  -0.003
H 0.17 -2.17 -0.79  0.084
O -0.59 -0.61 -3.05  0.109
C 0.97 -3.87 -4.26  -0.265
H -4.59 -0.56 2.20  0.087
H -3.95 -3.92 3.79  0.083
H -5.45 -4.65 3.15  0.085
C -4.64 -3.95 2.95  -0.025
H -0.73 1.54 -1.71  0.070

<S²> ... 0.757
Spin multiplicity ... 2
HOMO energy (alpha / beta) ... -11.3748 / -11.3748 eV
E_tot ... -49476.672 eV
Net charge ... +1

F_max readings, ordered: 2.2 2.6 5.3 eV Å⁻¹
Energy relative to the best compared isomer or geometry (same formula, charge and spin) readings, ordered: 168.9 55.9 0.0 kJ/mol